# 1
C34H31ClN2O3PV as an isolated structure, computed with the ωB97M-V functional and the def2-TZVPD basis.

Element x y z (Å)
1 V -0.3122 -0.1612 0.8242
2 Cl -0.4244 1.9597 1.8266
3 P 1.9758 0.4287 0.3972
4 O 0.2398 -1.0523 2.3874
5 O -1.7310 0.0912 0.0158
6 O -0.1598 -1.9419 0.1394
7 N 0.1423 -2.3477 2.2216
8 N -0.0722 -2.8261 1.0617
9 C 1.0303 4.2150 1.6991
10 C 5.9885 -0.3157 -0.0645
11 C 5.4513 -0.6314 2.2528
12 C 3.2342 4.3197 0.7513
13 C -1.8631 1.5728 -2.3201
14 C 2.0509 -0.7988 -2.0610
15 C -4.1202 1.4236 -3.3628
16 C 2.0558 2.2156 0.7897
17 C -5.1348 -0.1146 -1.2681
18 C 6.3850 -0.6130 1.2290
19 C -3.7736 0.3017 -1.2472
20 C 0.0033 -3.4916 5.7025
21 C -6.3404 1.3295 -4.5446
22 C 3.1855 2.9669 0.4726
23 C -5.7311 -0.9414 -0.1708
24 C 1.4821 1.5429 -2.1570
25 C -3.2806 1.0970 -2.3165
26 C 1.8950 -0.8957 -3.4303
27 C 0.1777 -3.1983 3.3378
28 C 0.1023 -4.8627 5.5323
29 C 4.1216 -0.3540 1.9861
30 C 0.2574 -5.3990 4.2624
31 C 0.0414 -2.6486 4.6077
32 C 3.7238 -0.0419 0.6884
33 C -2.9590 -0.1138 -0.1607
34 C -5.4458 1.0009 -3.3999
35 C 2.1591 4.9442 1.3646
36 C -5.9271 0.2378 -2.3371
37 C 4.6636 -0.0308 -0.3397
38 C 1.8586 0.4256 -1.4184
39 C 0.2948 -4.5744 3.1546
40 C 0.9858 2.8612 1.4070
41 C 1.5249 0.2220 -4.1654
42 C 1.3209 1.4349 -3.5288
43 H -3.7402 2.0245 -4.1759
44 H 0.0498 -5.5130 6.3913
45 H 1.0275 2.3033 -4.1003
46 H 4.1167 4.8817 0.4911
47 H 1.3201 2.4964 -1.6697
48 H -6.5697 0.4234 -5.1051
49 H 2.0572 -1.8416 -3.9251
50 H 5.7627 -0.8653 3.2592
51 H -5.1880 -1.8763 -0.0384
52 H 2.3371 -1.6670 -1.4779
53 H -5.7266 -0.4010 0.7755
54 H 4.3610 0.2023 -1.3512
55 H -0.0454 -1.5785 4.7233
56 H -3.4362 -0.6985 0.6320
57 H 6.7105 -0.3043 -0.8673
58 H 0.3480 -6.4661 4.1366
59 H -7.2848 1.7337 -4.1855
60 H 4.0278 2.4782 0.0049
61 H 1.3936 0.1451 -5.2339
62 H -6.7629 -1.1810 -0.4123
63 H 7.4199 -0.8369 1.4355
64 H 2.1984 5.9985 1.5888
65 H -1.6740 2.2226 -3.1703
66 H 0.1908 4.6890 2.1823
67 H 0.4095 -4.9664 2.1572
68 H -1.1781 0.7226 -2.3739
69 H -1.6412 2.1324 -1.4079
70 H -5.8794 2.0435 -5.2203
71 H 3.3867 -0.3734 2.7824
72 H -6.9562 -0.0878 -2.3532
73 H -0.1113 -3.0755 6.6893

Results
highest occupied orbital energy (spin up / spin down)	-0.3543 / -0.3208	Ha
2S+1	2
net charge	+1
frontier orbital gap (spin up / spin down)	0.2424 / 0.1926	Ha



# 2
C34H31IIrN4O3 as an isolated structure, computed with the ωB97M-V functional and the def2-TZVPD basis.

Element x y z (Å)
1 Ir -0.0344 -0.1163 0.1381
2 I -0.3016 -2.5292 -2.6618
3 O -4.0413 -0.0740 -2.2520
4 O -1.8662 -0.2049 1.3162
5 O -1.8051 -0.2612 -0.8227
6 N 2.1217 2.3457 -0.2606
7 N -0.1058 -2.1956 0.3230
8 N -0.1477 1.9223 0.0373
9 N 0.6637 4.1004 -0.1581
10 C -0.3210 -3.0922 -0.6560
11 C -2.5387 -0.2012 0.2527
12 C 1.8621 -0.1046 -0.5139
13 C 3.9310 -1.3372 -0.9584
14 C -0.2548 -3.9639 1.9350
15 C -0.4863 -4.8815 0.9234
16 C -6.0656 0.1850 1.3584
17 C -6.0350 0.1766 -1.0611
18 C -3.9873 3.6200 0.2870
19 C 4.8530 2.3265 -0.6114
20 C 1.5017 4.2245 -2.9353
21 C 4.0457 1.0557 -0.6650
22 C -4.6517 -0.0017 -1.0561
23 C 1.6880 5.0265 -0.5367
24 C 2.6431 1.0695 -0.4805
25 C 3.2508 6.7354 0.1076
26 C 0.8443 2.7561 -0.1324
27 C 2.5748 -1.3027 -0.7628
28 C -1.4555 2.5193 0.1392
29 C 2.2512 5.8366 0.4417
30 C 4.6614 -0.1506 -0.9075
31 C -1.9563 2.8857 1.3906
32 C -0.5198 -4.4395 -0.3844
33 C 2.1080 5.0940 -1.8686
34 C -3.2346 3.4357 1.4377
35 C -0.0797 -2.6427 1.5955
36 C -2.1982 2.7110 -1.0193
37 C -3.4683 3.2616 -0.9484
38 C -3.9810 -0.0860 0.1747
39 C -1.1429 2.6875 2.6377
40 C 3.6907 6.8066 -1.2062
41 C -4.7030 0.0121 1.3729
42 C -6.7248 0.2671 0.1285
43 C 3.1242 5.9946 -2.1768
44 H -4.0500 3.3974 -1.8503
45 H -1.7222 2.9552 3.5195
46 H -0.6926 -5.1225 -1.2024
47 H -6.6207 0.2581 2.2827
48 H 1.8974 5.7527 1.4617
49 H 4.7542 2.8368 0.3515
50 H -1.7746 2.4076 -1.9693
51 H 4.5633 3.0335 -1.3959
52 H 3.6842 7.3715 0.8671
53 H -7.7983 0.4043 0.1051
54 H -3.6462 3.7187 2.3990
55 H 5.9089 2.1067 -0.7503
56 H 5.7340 -0.1725 -1.0569
57 H 4.4336 -2.2759 -1.1483
58 H -0.2690 4.4370 0.0253
59 H -0.6361 -5.9291 1.1474
60 H -6.5404 0.2396 -2.0151
61 H 4.4728 7.5026 -1.4786
62 H 1.6075 4.6924 -3.9123
63 H 0.0835 -1.8862 2.3494
64 H -4.9812 4.0420 0.3562
65 H 3.4636 6.0685 -3.2028
66 H 1.9949 3.2494 -2.9826
67 H -0.2409 3.3049 2.6292
68 H -4.1553 -0.0445 2.3045
69 H -0.8289 1.6477 2.7339
70 H 0.4419 4.0473 -2.7530
71 H 2.7909 3.0995 -0.2984
72 H 2.0445 -2.2395 -0.8022
73 H -3.0838 -0.1761 -2.1282
74 H -0.2157 -4.2585 2.9733

Results
highest occupied orbital energy	-0.4034	Ha
ΔE to the lowest compared entry with this formula, charge and spin	0.000	eV
net charge	+1
frontier orbital gap	0.2657	Ha



# 3
C34H31IrN7 as an isolated structure, computed with the ωB97M-V functional and the def2-TZVPD basis.

Element x y z (Å)
1 Ir 0.1097 0.3213 0.1974
2 N -0.5288 2.1696 1.4716
3 N 2.0757 0.5536 -1.1098
4 N -0.5752 -1.5465 -1.4081
5 N -2.4151 0.3009 0.6805
6 N -0.4061 -1.6341 1.4088
7 N -0.2834 1.5743 -1.8826
8 N 2.1610 0.0414 1.5063
9 C -3.2202 -0.1991 -0.4432
10 C 0.1715 3.9432 2.8991
11 C 0.2107 -3.7031 2.4148
12 C -0.8129 2.3760 -4.4769
13 C -2.8745 1.6499 1.0493
14 C 3.0836 1.0057 -3.2214
15 C 4.4317 0.3248 -1.3781
16 C 0.3671 -2.9914 -3.0527
17 C 4.3299 0.6949 -2.7059
18 C 0.3804 1.7526 -4.1577
19 C -1.6996 2.6806 -3.4584
20 C -2.5586 -0.5482 1.8745
21 C -1.3930 2.2336 -2.1783
22 C 4.4767 -0.6688 2.8519
23 C -1.9567 -2.7805 2.7980
24 C -2.1530 3.4899 2.6000
25 C -1.7967 -1.9923 -1.6759
26 C 3.2896 -0.4753 3.5422
27 C -1.6044 -1.7020 1.9876
28 C -1.8063 2.4505 1.7392
29 C 4.4944 -0.4544 1.4848
30 C 0.4749 -2.6160 1.5997
31 C 1.9669 0.9380 -2.3855
32 C 0.6463 1.3973 -2.8320
33 C -1.0338 -3.7827 3.0266
34 C 3.3166 -0.0795 0.8307
35 C 2.1527 -0.1266 2.8203
36 C -2.9945 -1.6557 -0.8316
37 C -1.1527 4.2419 3.1889
38 C 0.4368 2.9018 2.0230
39 C -0.9061 -3.4254 -3.3893
40 C 0.4789 -2.0331 -2.0613
41 C 3.2769 0.2548 -0.5935
42 C -1.9914 -2.9249 -2.7046
43 H -3.5922 -0.9172 1.9569
44 H -1.0299 2.6546 -5.5007
45 H 5.3787 -0.9725 3.3693
46 H -2.9358 -2.2846 0.0603
47 H -3.1948 3.7054 2.7882
48 H 1.0989 1.5569 -4.9358
49 H -3.2073 2.1997 0.1640
50 H -1.3968 5.0473 3.8725
51 H 1.4549 -1.6648 -1.7832
52 H 3.2337 -0.5963 4.6128
53 H -2.9382 -2.8075 3.2498
54 H -2.0643 2.4662 -1.3682
55 H -1.0514 -4.1553 -4.1779
56 H 1.2152 0.0356 3.3368
57 H 2.9882 1.3308 -4.2429
58 H -3.8819 -1.9828 -1.3768
59 H 5.2095 0.7543 -3.3320
60 H 1.4591 2.6533 1.7715
61 H -2.6067 3.2394 -3.6360
62 H -3.0465 0.4349 -1.3133
63 H -4.2859 -0.1069 -0.1871
64 H 0.9833 4.5033 3.3390
65 H 1.2467 -3.3706 -3.5490
66 H 5.4194 -0.5711 0.9400
67 H 1.4241 -2.5351 1.0913
68 H -1.2790 -4.6177 3.6697
69 H 0.9609 -4.4637 2.5711
70 H -2.3767 0.0673 2.7638
71 H -3.7606 1.5942 1.6971
72 H 5.4007 0.1029 -0.9644
73 H -2.9939 -3.2561 -2.9348

Results
highest occupied orbital energy (spin up / spin down)	-0.7303 / -0.7327	Ha
2S+1	6
net charge	+4
frontier orbital gap (spin up / spin down)	0.2815 / 0.1439	Ha



no.,electronic energy (eV)
1,-92374.12824
2,-58800.58081
3,-48989.30534